{"formula": "C3H3ClF2", "method": "the ωB97M-V functional and the def2-TZVPD basis", "symbols": ["C", "C", "Cl", "C", "F", "F", "H", "H", "H"], "coordinates": [[1.01168, 1.05334, 0.03429], [0.51221, -0.15142, -0.02060], [1.43015, -1.65649, 0.02593], [-0.99008, -0.36241, -0.04701], [-1.27437, -1.17343, -1.03487], [-1.31324, -1.10347, 1.10778], [2.08308, 1.09136, 0.10819], [0.29420, 1.86347, -0.14093], [-1.75363, 0.43905, -0.03277]], "forces_ev_per_a": [[0.1311, -0.0231, -0.5072], [-1.2773, -0.6769, 0.3576], [-0.4269, 0.9657, 0.0378], [-0.1172, -1.0606, 2.0732], [-0.6912, -1.0514, -1.9552], [0.2040, 0.5563, -0.2493], [0.2083, 0.8941, -0.0301], [0.8019, 0.0308, 0.4342], [1.1673, 0.3651, -0.1610]], "e_tot_ha": -776.00068, "de_lowest_ev": 0.502, "gap_ha": 0.4131, "smiles": "C=C(Cl)C(F)F", "homo_energy_ev": -10.4}